Entry from the OMol25 dataset: a cluster of 11 separate species, C50H129N7O8 in total at a distorted geometry (ωB97M-V with the def2-TZVPD basis set).

XYZ file:
```
194
C50H129N7O8 ωB97M-V with the def2-TZVPD basis set
C 4.405 -3.402 -0.970
C 4.842 -3.766 -2.387
O 3.685 -4.224 -3.182
O 3.484 -2.302 -0.990
H 5.354 -3.085 -0.363
H 3.944 -4.293 -0.496
H 5.518 -4.621 -2.351
H 5.278 -2.853 -2.849
H 3.018 -3.486 -3.204
H 2.610 -2.611 -1.252
C 2.117 2.379 2.424
C 1.571 2.045 3.840
O 1.360 3.186 4.631
O 2.398 1.185 1.724
H 3.072 3.029 2.591
H 1.307 2.917 1.937
H 2.103 1.230 4.341
H 0.552 1.626 3.796
H 2.173 3.557 4.873
H 3.133 0.781 2.139
C 0.638 -2.087 0.197
C -0.038 -0.803 -0.403
O -0.188 0.192 0.561
O 0.816 -3.028 -0.860
H 0.079 -2.511 1.110
H 1.640 -1.735 0.521
H -1.065 -1.124 -0.764
H 0.539 -0.583 -1.338
H 0.674 0.479 0.802
H 0.301 -3.846 -0.738
C 2.887 -1.179 -4.743
C 1.380 -1.391 -4.449
O 1.264 -2.587 -3.689
O 3.458 -2.234 -5.464
H 3.408 -1.135 -3.776
H 3.054 -0.247 -5.297
H 0.797 -1.587 -5.397
H 0.985 -0.556 -3.896
H 0.909 -2.539 -2.744
H 3.123 -3.063 -5.102
C -1.407 -0.274 5.458
C -1.982 -1.678 5.360
N -1.500 -2.506 4.270
C -1.913 -1.967 2.956
C -3.411 -2.122 2.693
C -0.072 -2.658 4.329
C 0.450 -3.382 5.613
H -1.723 0.310 4.555
H -0.336 -0.251 5.632
H -1.805 0.268 6.322
H -1.793 -2.222 6.307
H -3.086 -1.565 5.226
H -1.497 -0.939 2.722
H -1.335 -2.600 2.320
H -3.967 -1.559 3.409
H -3.599 -1.811 1.687
H -3.665 -3.189 2.781
H 0.507 -1.690 4.306
H 0.378 -3.276 3.543
H 0.168 -2.909 6.596
H 1.517 -3.453 5.583
H 0.164 -4.477 5.619
C 3.879 5.919 -3.706
C 2.972 5.118 -2.813
N 3.711 4.351 -1.867
C 2.919 3.290 -1.205
C 2.678 2.043 -2.040
C 4.408 5.229 -0.819
C 3.418 5.987 0.058
H 4.442 6.625 -3.143
H 3.365 6.312 -4.595
H 4.673 5.187 -4.135
H 2.190 5.800 -2.412
H 2.400 4.446 -3.488
H 3.371 3.062 -0.208
H 1.881 3.742 -0.953
H 3.629 1.648 -2.423
H 2.054 1.311 -1.474
H 2.053 2.313 -2.905
H 5.089 5.947 -1.357
H 5.006 4.579 -0.197
H 2.694 6.546 -0.556
H 3.908 6.709 0.711
H 2.887 5.287 0.688
C -2.615 -4.129 -1.572
C -2.016 -5.265 -0.746
N -0.540 -5.217 -0.752
C 0.027 -5.499 -2.047
C -0.214 -6.776 -2.773
C -0.055 -6.145 0.342
C 1.448 -5.995 0.562
H -2.113 -3.193 -1.368
H -3.683 -3.970 -1.397
H -2.444 -4.341 -2.642
H -2.300 -5.122 0.267
H -2.398 -6.271 -1.046
H -0.372 -4.641 -2.682
H 1.079 -5.361 -1.897
H -0.111 -6.753 -3.869
H 0.429 -7.549 -2.399
H -1.207 -7.146 -2.600
H -0.357 -7.210 0.073
H -0.551 -5.898 1.200
H 2.054 -6.347 -0.306
H 1.764 -6.621 1.343
H 1.788 -4.938 0.731
C -7.163 1.888 -1.574
C -6.874 2.072 -0.065
N -5.884 1.075 0.345
C -4.537 1.489 -0.110
C -3.404 0.489 0.075
C -5.876 0.983 1.802
C -7.082 0.185 2.283
H -7.623 0.899 -1.744
H -6.250 2.067 -2.203
H -7.937 2.566 -1.854
H -6.308 3.030 0.084
H -7.703 2.015 0.608
H -4.336 2.502 0.375
H -4.575 1.686 -1.172
H -2.521 0.973 -0.324
H -3.555 -0.448 -0.440
H -3.107 0.194 1.075
H -4.942 0.467 2.095
H -5.933 1.980 2.304
H -7.066 -0.745 1.664
H -7.107 -0.035 3.365
H -8.108 0.641 2.080
C -2.710 -1.971 -6.131
C -3.567 -1.608 -4.983
N -3.279 -0.335 -4.340
C -2.079 -0.398 -3.571
C -1.555 0.962 -3.056
C -4.504 0.127 -3.646
C -5.649 0.541 -4.579
H -1.638 -2.195 -5.838
H -2.686 -1.124 -6.811
H -2.992 -2.815 -6.750
H -4.567 -1.601 -5.391
H -3.502 -2.452 -4.244
H -2.246 -1.128 -2.776
H -1.276 -0.784 -4.185
H -0.592 0.772 -2.580
H -1.386 1.650 -3.879
H -2.254 1.328 -2.294
H -4.092 0.918 -3.000
H -4.749 -0.573 -2.868
H -5.327 1.327 -5.249
H -6.461 0.902 -3.988
H -5.929 -0.326 -5.208
C -1.596 6.848 1.431
C -2.625 5.767 1.076
N -2.183 4.439 1.370
C -2.202 4.302 2.844
C -2.044 2.872 3.252
C -0.948 3.996 0.772
C -1.015 4.186 -0.747
H -1.516 6.968 2.531
H -1.968 7.756 0.959
H -0.609 6.753 1.029
H -3.523 5.949 1.673
H -2.837 5.867 0.006
H -1.437 4.872 3.381
H -3.202 4.603 3.113
H -1.048 2.585 3.199
H -2.406 2.853 4.309
H -2.702 2.260 2.611
H -0.854 2.963 1.027
H -0.152 4.605 1.180
H -1.066 5.225 -0.959
H -1.836 3.687 -1.260
H -0.089 3.766 -1.212
C 7.065 -0.909 3.372
C 5.848 -0.073 3.455
N 4.969 -0.090 2.224
C 4.374 -1.399 2.027
C 3.496 -1.898 3.179
C 5.718 0.234 0.993
C 6.241 1.702 0.999
H 7.721 -0.879 4.309
H 7.716 -0.604 2.505
H 6.922 -1.989 3.281
H 5.172 -0.328 4.223
H 6.107 0.897 3.583
H 3.723 -1.415 1.145
H 5.144 -2.152 1.829
H 2.834 -2.643 2.839
H 4.098 -2.361 3.997
H 2.954 -1.038 3.517
H 5.095 0.023 0.128
H 6.615 -0.437 0.866
H 6.453 2.007 -0.025
H 7.109 1.798 1.645
H 5.493 2.400 1.367
```

Computed properties:
**SMILES**: CCN(CC)CC.CCN(CC)CC.CCN(CC)CC.CCN(CC)CC.CCN(CC)CC.CCN(CC)CC.CCN(CC)CC.OCCO.OCCO.OCCO.OCCO
**HOMO energy**: -8.05 eV
**Molar mass**: 956.623 g/mol
**E_tot**: -80747.5275 eV
**Orbital gap**: 8.5 eV